1.
8
Properties=species:S:1:pos:R:3 method="wB97M-V/def2-TZVPD" homo_lumo_gap_ev=10.36 e_above_lowest_kcal_mol=70.8 e_homo_ev=-10.15 lumo_energy_ev=0.2
H 0.96954 -0.20281 1.60221
H -1.68878 -0.67034 0.35972
O -1.75623 1.51529 -0.32668
Br 1.04823 -1.91182 -0.21197
Br 2.15001 1.08392 -0.04180
H -0.64994 0.07944 -1.61863
C 0.86714 -0.17474 0.57729
P -0.93997 0.28105 -0.34014

2.
16
Properties=species:S:1:pos:R:3 method="wB97M-V/def2-TZVPD" homo_lumo_gap_ev=10.47 e_above_lowest_kcal_mol=34.7 e_homo_ev=-9.23 lumo_energy_ev=1.2 smiles=CCOC1CC1
H 1.35844 -1.38492 0.25524
H -2.71202 -0.23206 1.36623
H -1.97268 1.39123 0.96998
H -0.87177 -1.43567 0.21448
C -0.97377 -0.37493 -0.02102
H -2.87439 -0.70395 -1.14341
C 2.62254 0.28135 -0.25855
O 0.23444 0.23912 -0.35194
H 2.70058 0.01440 -1.31721
H 3.49787 -0.12272 0.26250
H -2.02349 0.88814 -1.46026
C -2.09096 0.34975 0.68852
H 2.64478 1.37185 -0.17627
H 1.28673 -0.04382 1.41642
C -2.17583 0.04773 -0.78904
C 1.34951 -0.28552 0.34433

3.
115
Properties=species:S:1:pos:R:3 method="wB97M-V/def2-TZVPD" charge=+1 homo_lumo_gap_ev="6.34 / 4.89" multiplicity=7 e_above_lowest_kcal_mol=90.8 e_homo_ev="-8.45 / -9.91" lumo_energy_ev="-2.1 / -5.0"
O -1.78679 -2.06340 -0.75676
P 1.77361 -0.04400 -1.64716
H -3.36189 -4.26340 -1.08936
H 6.54961 -1.50790 6.19444
C -1.90979 3.13210 0.84194
N 0.03241 1.61690 -3.13086
H -1.96349 4.74780 2.23864
C -4.12789 -0.23840 -1.17776
H -4.83809 -5.20260 0.60764
C 4.97441 -2.24470 3.30274
C 2.40721 -1.19430 -2.91156
H 3.68191 0.19990 -3.94626
H 1.54791 2.34840 -1.89806
C 0.61351 0.80030 -5.32136
C 0.51871 0.83860 -6.69866
H 1.26521 -2.80920 -2.08936
C 2.37401 -3.42730 -3.81626
C -3.76519 4.63010 1.09144
C 5.47811 1.71420 0.45224
H 4.47301 -1.45000 -5.57556
H -5.42589 4.27050 -0.20746
H -1.77759 2.62520 -2.80806
H 1.11681 0.16040 -7.28796
C 0.60661 2.07940 4.90474
C 3.27601 -3.04420 -4.79506
H -1.40189 0.73600 8.80934
C -3.57849 -2.63140 2.38534
C 5.85651 -2.35940 4.35844
O 0.57811 -2.92780 0.11264
C -0.03189 0.99860 2.81174
C -5.23409 -0.92260 -3.19076
H 6.54111 -3.19320 4.39194
H -1.28549 -3.63110 -2.03486
C -3.11229 0.19970 -3.30916
C -1.09219 2.58990 -6.54016
C 3.75601 -1.74370 -4.82486
N 2.41551 -0.88900 1.36174
C 3.11331 1.58780 0.10864
C -2.14949 -0.25260 7.05364
O 0.15811 0.93600 1.54374
H -2.68829 -1.08120 5.16444
C 3.30131 0.61730 -0.87856
C 5.85841 -1.41200 5.37234
C -2.58929 2.42860 -0.14776
H -1.56579 3.28680 -4.59636
C 0.75691 1.92210 3.56714
C -1.72089 -2.62800 -2.06166
C -0.33749 1.31160 5.63644
H -4.10339 -0.16240 -0.09766
C -2.06659 -0.37500 5.68804
C -1.15559 0.38890 4.94624
C 1.36911 1.52920 -2.61026
C 4.08621 -1.16600 3.27074
N -1.84999 -0.67810 2.98174
H 1.26321 0.07470 -4.85856
H -0.48599 3.04000 -1.67216
H -1.07689 -1.96880 -2.65086
C -4.43939 3.94900 0.09204
C -4.25569 -4.32360 0.83704
H 3.60341 -3.75780 -5.53456
H 3.38701 0.61190 4.25264
H -0.91559 2.81950 1.12184
H 1.99991 -4.43970 -3.78446
C -0.93189 2.21760 -2.25296
C -3.85769 2.85750 -0.52966
C -4.34379 -3.73910 2.08894
C -2.49629 4.21930 1.46294
C 1.94971 -2.50830 -2.87206
C 4.97471 -0.34190 5.33974
C 4.58701 0.17990 -1.17026
H -2.30309 0.58480 -3.91006
P -1.69789 1.04990 -0.97406
C -0.12409 1.67910 -4.52626
C -5.19339 -0.85380 -1.80536
C -0.33639 1.73260 -7.31916
C -1.02409 0.22340 3.51444
H -6.07359 -1.38290 -3.68726
H -4.22119 5.48040 1.57554
H 4.75011 -0.59950 -1.89966
H -2.84529 -0.86130 7.60934
H 0.15431 2.16440 7.54054
H -5.99599 -1.27380 -1.21726
H 2.09311 1.62360 -3.42356
H -1.76449 3.29390 -7.00526
C -0.46059 1.43900 7.03004
N 0.41751 -3.28330 1.31594
H -4.99749 -4.15010 2.84054
H -4.39709 2.34650 -1.31356
H 1.47531 2.50770 3.00844
H 4.96141 -2.97730 2.51034
H 2.10601 1.89380 0.36954
C -2.70779 -2.08180 1.44194
H -4.21729 -0.44730 -5.01806
C 4.08581 -0.21030 4.29224
C -1.33909 0.65690 7.73464
N -1.84719 -1.01200 1.72814
H 4.97621 0.38810 6.13504
C 3.31991 -0.81720 -3.89646
H 1.21801 2.79280 5.43984
C 3.17101 -1.02930 2.22014
C 5.66991 0.74390 -0.51506
C 4.19521 2.12850 0.77484
C -2.64899 -2.66520 0.15344
C -3.41629 -3.78430 -0.12656
H -2.71089 -2.66270 -2.52546
C -4.19249 -0.40020 -3.93846
C -3.08129 0.30740 -1.92346
C -0.98429 2.57550 -5.16166
H 6.32551 2.14720 0.95964
O 0.38161 -2.34600 2.14264
H 6.67001 0.42190 -0.76376
H -3.62339 -2.16490 3.35604
H -0.41269 1.76230 -8.39406
Eu 0.07811 -0.85480 0.48844
H 4.04511 2.87090 1.54484